{"formula": "C23H16CoN3O2S5", "method": "wB97M-V/def2-TZVPD", "homo_lumo_gap_ev": [6.765, 7.174], "multiplicity": 2, "largest_force_ev_per_a": 1.79, "charge": -1, "lumo_energy_ev": [1.9, 2.4], "s2": 0.829, "homo_energy_ev": [-4.873, -4.792], "de_lowest_ev": 0.7389, "elements": ["Co", "S", "S", "S", "S", "S", "O", "O", "N", "N", "N", "C", "C", "C", "C", "C", "C", "C", "C", "C", "C", "C", "C", "C", "C", "C", "C", "C", "C", "C", "C", "C", "C", "C", "H", "H", "H", "H", "H", "H", "H", "H", "H", "H", "H", "H", "H", "H", "H", "H"], "coordinates": [[-1.29, -0.40, -0.08], [-1.77, -2.30, -1.38], [1.41, -1.09, 2.60], [3.63, -1.90, -0.47], [-2.25, -1.89, 1.45], [3.13, 1.54, -1.93], [-0.66, 2.29, -1.45], [0.42, 0.32, 0.18], [-2.41, -5.94, -1.72], [-3.21, -5.41, 2.47], [-2.86, 0.85, -0.43], [2.38, 1.46, -0.38], [2.35, -0.13, 1.52], [-2.51, -4.34, 0.27], [-2.45, -5.21, -0.82], [2.20, -0.97, -0.77], [2.88, 3.70, -0.58], [-2.20, -3.00, 0.13], [-5.14, 2.36, 0.14], [2.31, 2.68, 0.21], [-5.23, 1.00, -0.09], [-3.89, 2.95, 0.04], [3.34, -2.84, -1.89], [3.37, 3.23, -1.76], [-1.41, 2.82, -0.39], [-2.89, -4.90, 1.49], [2.22, -2.46, -2.54], [1.57, -1.38, -1.90], [2.69, -1.08, 3.75], [3.76, -0.37, 3.33], [3.57, 0.18, 2.04], [-2.78, 2.18, -0.24], [-4.08, 0.29, -0.38], [1.78, 0.16, 0.15], [4.30, 0.77, 1.53], [-0.15, 1.53, -1.08], [0.66, -0.93, -2.27], [-4.13, -0.77, -0.58], [-0.88, 2.71, 0.56], [1.85, 2.84, 1.17], [1.86, -2.94, -3.43], [-6.18, 0.49, -0.04], [2.93, 4.73, -0.29], [4.66, -0.25, 3.90], [4.03, -3.63, -2.14], [-1.55, 3.89, -0.59], [2.56, -1.60, 4.68], [-3.78, 4.02, 0.19], [3.87, 3.76, -2.54], [-6.02, 2.95, 0.36]]}


{"formula": "C23H16I3N3O3W", "method": "wB97M-V/def2-TZVPD", "homo_lumo_gap_ev": [5.936, 4.132], "multiplicity": 3, "largest_force_ev_per_a": 3.12, "charge": 2, "lumo_energy_ev": [-7.5, -9.5], "s2": 2.035, "homo_energy_ev": [-13.399, -13.639], "elements": ["W", "I", "I", "I", "O", "O", "O", "N", "N", "N", "C", "C", "C", "C", "C", "C", "C", "C", "C", "C", "C", "C", "C", "C", "C", "C", "C", "C", "C", "C", "C", "C", "C", "H", "H", "H", "H", "H", "H", "H", "H", "H", "H", "H", "H", "H", "H", "H", "H"], "coordinates": [[0.02, -1.00, -0.10], [2.53, -0.90, -1.39], [-1.30, -6.01, -0.09], [1.71, -5.85, 5.00], [-0.43, -2.91, 0.12], [-1.43, 3.61, 0.60], [-1.09, -0.93, -1.62], [0.90, -1.51, 1.80], [-3.34, 1.44, -3.21], [0.49, 0.84, -0.14], [1.25, -3.41, 3.24], [-3.30, 2.40, -2.28], [-1.79, 1.20, -0.93], [0.00, -3.58, 1.12], [1.95, -2.59, 4.14], [1.01, -4.84, 3.39], [-2.56, 2.34, -1.11], [2.11, -1.26, 3.83], [0.75, -2.82, 2.10], [1.31, 3.11, -0.61], [0.28, -5.57, 2.43], [2.31, 3.89, -1.16], [3.43, 3.32, -1.76], [1.58, -0.75, 2.64], [-2.66, 3.47, -0.13], [-1.84, 0.22, -1.90], [-2.71, -0.75, -4.06], [3.55, 1.93, -1.84], [-0.23, -4.97, 1.30], [-0.89, 0.90, 0.23], [2.53, 1.19, -1.30], [-2.62, 0.33, -3.03], [1.42, 1.73, -0.67], [4.40, 1.47, -2.33], [-3.89, 3.28, -2.49], [-2.90, 4.39, -0.67], [2.23, 4.97, -1.11], [2.65, -0.60, 4.49], [-1.07, 1.42, 1.16], [0.43, 3.54, -0.13], [-2.13, -0.48, -4.95], [4.20, 3.94, -2.18], [-3.74, -0.87, -4.38], [1.70, 0.28, 2.36], [0.12, -6.63, 2.58], [-2.33, -1.70, -3.69], [2.34, -2.99, 5.06], [-3.49, 3.27, 0.56], [-1.46, 4.44, 1.09]]}


{"formula": "C23H16O6PW", "method": "wB97M-V/def2-TZVPD", "homo_lumo_gap_ev": [5.271, 4.188], "multiplicity": 3, "largest_force_ev_per_a": 6.57, "charge": 3, "lumo_energy_ev": [-12.2, -13.3], "s2": 2.032, "homo_energy_ev": [-17.484, -17.467], "de_lowest_ev": 2.2159, "elements": ["W", "P", "O", "O", "O", "O", "O", "O", "C", "C", "C", "C", "C", "C", "C", "C", "C", "C", "C", "C", "C", "C", "C", "C", "C", "C", "C", "C", "C", "C", "C", "H", "H", "H", "H", "H", "H", "H", "H", "H", "H", "H", "H", "H", "H", "H", "H"], "coordinates": [[0.21, 0.56, -4.12], [-0.01, 0.06, 0.30], [-1.04, 3.23, -5.34], [3.03, 0.38, -2.71], [-0.13, 3.19, -2.24], [-2.58, 1.28, -2.67], [-0.50, -2.42, -3.19], [-0.12, 0.89, -0.98], [-0.04, 1.14, 1.74], [-0.05, 0.56, 3.01], [-0.07, 3.34, 2.72], [-3.83, -1.11, 1.12], [-0.02, 2.59, -5.36], [1.99, 0.47, -3.24], [2.56, -0.42, 1.28], [-0.04, 2.06, -2.57], [3.75, -1.15, 1.38], [-1.49, -0.96, 0.48], [-0.09, 2.77, 4.00], [1.81, -1.90, -0.49], [1.56, -0.83, 0.38], [-1.55, -2.26, -0.04], [-1.51, 1.09, -3.11], [-0.05, 2.53, 1.58], [-2.63, -0.39, 1.06], [-2.76, -2.96, -0.01], [-3.90, -2.39, 0.57], [-0.24, -1.32, -3.51], [3.94, -2.29, 0.59], [-0.08, 1.37, 4.15], [2.96, -2.66, -0.33], [-0.05, 2.96, 0.58], [2.42, 0.47, 1.89], [-0.08, 4.43, 2.60], [-4.70, -0.65, 1.58], [4.85, -2.88, 0.70], [-0.11, 3.40, 4.88], [0.89, 2.93, -5.94], [-0.04, -0.53, 3.12], [1.11, -2.12, -1.30], [3.10, -3.55, -0.95], [-0.67, -2.72, -0.48], [-0.09, 0.91, 5.14], [-4.84, -2.94, 0.60], [-2.81, -3.96, -0.44], [-2.58, 0.62, 1.47], [4.52, -0.82, 2.07]]}


{"formula": "C23H17AuBrNO2STe", "method": "wB97M-V/def2-TZVPD", "homo_lumo_gap_ev": 6.385, "largest_force_ev_per_a": 0.20, "charge": 0, "lumo_energy_ev": -1.5, "homo_energy_ev": -7.867, "de_lowest_ev": 0.5210, "elements": ["Au", "Te", "Br", "S", "O", "O", "N", "C", "C", "C", "C", "C", "C", "C", "C", "C", "C", "C", "C", "C", "C", "C", "C", "C", "C", "C", "C", "C", "C", "C", "H", "H", "H", "H", "H", "H", "H", "H", "H", "H", "H", "H", "H", "H", "H", "H", "H"], "coordinates": [[0.56, -0.07, 0.09], [2.44, -1.72, -0.43], [-2.23, 6.56, -4.86], [0.58, -1.11, 2.12], [-0.80, 1.90, -0.04], [0.45, 1.12, -1.68], [-1.64, -1.60, 0.07], [4.89, 0.06, -0.13], [-0.38, 3.16, -3.41], [-0.37, 1.99, -1.21], [-2.04, -3.91, 0.67], [3.59, 0.58, -2.09], [5.79, 1.06, -0.46], [-1.34, -2.69, 0.82], [-0.66, -4.94, 2.36], [-1.66, 5.15, -3.74], [-3.34, -2.85, -1.05], [-3.06, -3.95, -0.30], [-2.11, 5.10, -2.43], [-1.69, -5.03, 1.46], [3.79, -0.18, -0.94], [5.60, 1.82, -1.61], [-0.82, 3.10, -2.10], [-0.28, -2.61, 1.77], [-2.59, -1.66, -0.83], [-1.68, 4.07, -1.61], [-0.80, 4.19, -4.24], [0.05, -3.73, 2.50], [4.50, 1.58, -2.42], [-2.85, -0.43, -1.64], [-3.62, -4.87, -0.44], [2.73, 0.40, -2.72], [-4.12, -2.86, -1.80], [-0.38, -5.79, 2.96], [5.03, -0.52, 0.78], [0.88, -3.67, 3.19], [6.30, 2.60, -1.87], [4.34, 2.18, -3.31], [-2.01, 4.00, -0.58], [-2.08, -0.32, -2.41], [-2.79, 0.45, -1.00], [-2.24, -5.95, 1.34], [-0.46, 4.25, -5.27], [-2.78, 5.86, -2.05], [-3.82, -0.46, -2.13], [6.65, 1.25, 0.18], [0.30, 2.40, -3.78]]}